1.
C67H161N11O15 | ωB97M-V with the def2-TZVPD basis set

Output
* frontier orbital gap: 0.3163 Ha
* lowest unoccupied orbital energy: 0.009 hartree
* SMILES string: CC1(C)CCCC(C)(C)N1O.CC1(C)CCCC(C)(C)N1O.CC1(C)CCCC(C)(C)N1O.COC[C@H](C)N.COC[C@H](C)N.COC[C@H](C)N.COC[C@H](C)N.COCCNCCOC.COCCNCCOC.COCCNCCOC.COCCNCCOC
* multiplicity: 1
* max |F|: 3.892 eV/A
* energy relative to the best compared isomer or geometry (same formula, charge and spin): 735.7 kJ/mol
* E_tot: -4379.5178 hartree

Last column: Löwdin charge in e.
Positions of all 254 atoms, in Å:
O  13.40  22.69  -4.77  -0.14
O  12.87  23.03  -15.55  -0.16
O  20.83  19.88  -6.78  -0.19
O  12.34  19.63  -13.35  -0.22
O  13.18  27.76  -12.88  -0.20
O  21.38  15.96  -11.86  -0.17
O  20.01  31.41  -16.84  -0.21
O  11.28  23.77  -0.14  -0.23
O  20.31  19.19  -16.72  -0.19
O  17.12  28.54  -11.74  -0.19
O  18.26  24.13  -10.56  -0.02
O  22.79  18.31  -20.29  -0.19
O  24.20  20.82  -12.99  -0.21
O  18.39  26.76  -15.58  -0.02
O  12.37  16.58  -8.30  -0.02
N  17.95  22.83  -11.01  -0.10
N  10.14  25.58  -12.26  0.04
N  11.96  18.84  -10.45  0.06
N  13.63  17.20  -8.03  -0.10
N  17.99  29.53  -14.29  -0.07
N  19.24  19.75  -19.77  -0.08
N  20.76  18.61  -9.20  -0.03
N  12.25  24.92  -2.92  -0.06
N  25.51  22.96  -14.66  0.02
N  15.73  20.84  -16.01  0.04
N  19.58  26.57  -16.43  -0.09
C  13.60  24.55  -3.29  -0.24
C  24.36  22.27  -12.69  -0.13
C  16.45  20.84  -11.34  -0.09
C  12.03  20.24  -11.07  -0.37
C  12.51  25.24  -11.78  -0.08
C  20.54  17.84  -10.43  -0.21
C  11.39  26.23  -11.95  -0.43
C  18.47  28.25  -12.21  -0.21
C  21.80  19.25  -19.77  -0.16
C  25.69  22.97  -13.27  -0.46
C  20.71  26.09  -18.70  -0.11
C  22.66  17.00  -19.76  -0.14
C  13.73  22.24  -16.39  -0.19
C  21.16  16.41  -10.53  -0.20
C  14.74  15.08  -8.38  -0.05
C  20.61  25.87  -15.64  -0.41
C  18.41  30.55  -15.16  -0.20
C  20.29  18.75  -19.88  -0.21
C  21.94  25.95  -16.57  -0.10
C  15.49  23.14  -11.03  -0.04
C  21.01  26.71  -14.34  -0.03
C  20.18  22.83  -12.07  -0.02
C  23.16  20.16  -12.30  -0.12
C  10.82  25.03  -0.79  -0.15
C  13.54  22.30  -6.12  -0.13
C  19.32  26.16  -17.80  -0.45
C  14.38  16.59  -10.39  -0.02
C  16.47  22.10  -9.04  -0.01
C  12.72  18.49  -6.30  -0.05
C  20.74  20.71  -5.63  -0.10
C  21.01  31.48  -17.79  -0.14
C  12.79  18.54  -14.06  -0.12
C  26.12  24.34  -12.71  -0.04
C  18.40  27.19  -18.48  -0.05
C  15.18  18.20  -6.49  -0.13
C  14.69  16.52  -8.82  -0.45
C  11.83  27.26  -13.03  -0.17
C  18.55  24.81  -17.84  -0.03
C  13.62  16.33  -5.56  -0.01
C  16.11  17.13  -8.62  -0.12
C  14.88  21.83  -15.44  -0.46
C  18.97  20.68  -11.71  -0.13
C  13.55  28.73  -13.85  -0.10
C  18.91  29.40  -13.14  -0.18
C  19.71  19.03  -7.03  -0.20
C  19.16  19.84  -17.29  -0.22
C  17.71  19.84  -11.21  -0.13
C  16.90  27.60  -10.63  -0.08
C  10.48  23.36  0.97  -0.11
C  19.99  21.89  -9.62  0.01
C  21.83  25.32  -18.00  -0.20
C  13.00  20.23  -12.24  -0.17
C  19.23  22.03  -11.05  -0.39
C  20.35  15.96  -12.82  -0.10
C  12.29  21.13  -9.93  -0.08
C  11.76  23.38  -16.42  -0.11
C  20.01  18.44  -15.55  -0.12
C  16.67  22.26  -10.60  -0.44
C  13.85  17.50  -6.60  -0.51
C  19.63  30.23  -16.12  -0.15
C  12.04  25.54  -1.63  -0.21
C  19.38  20.58  -18.54  -0.20
C  20.25  17.93  -8.00  -0.19
C  20.27  24.47  -15.11  -0.04
C  15.78  22.96  -15.12  -0.06
C  16.39  17.47  -7.13  -0.13
C  13.72  24.10  -4.68  -0.24
H  9.81  24.88  -1.16  0.12
H  11.01  20.46  -11.37  0.14
H  20.26  21.22  -18.70  0.11
H  20.16  18.01  -19.09  0.10
H  14.00  23.84  -2.56  0.13
H  15.40  14.85  -7.54  0.07
H  13.62  28.22  -14.80  0.08
H  21.65  32.29  -17.46  0.09
H  23.10  20.56  -11.29  0.08
H  20.59  30.07  -15.62  0.11
H  21.34  27.75  -14.45  0.06
H  11.97  22.16  -10.05  0.08
H  18.97  19.59  -7.60  0.09
H  19.90  20.12  -11.69  0.08
H  11.78  20.85  -9.00  0.08
H  15.53  20.35  -11.01  0.08
H  13.04  19.15  -5.49  0.08
H  19.15  18.69  -6.16  0.11
H  20.61  25.53  -19.62  0.11
H  16.35  20.39  -15.36  0.06
H  13.35  21.07  -9.67  0.06
H  12.04  23.80  -17.38  0.08
H  19.93  22.60  -13.11  0.06
H  19.46  17.83  -10.59  0.09
H  14.55  22.60  -10.96  0.06
H  18.48  24.64  -11.35  0.08
H  20.94  17.99  -15.20  0.07
H  13.77  14.66  -8.13  0.09
H  20.20  20.33  -4.76  0.08
H  14.51  22.37  -6.62  0.08
H  18.68  31.41  -14.53  0.11
H  14.39  15.60  -5.80  0.05
H  17.48  27.29  -17.91  0.08
H  15.87  27.77  -10.33  0.09
H  22.17  16.49  -10.13  0.12
H  21.16  22.36  -11.99  0.06
H  18.52  21.23  -18.69  0.12
H  19.40  29.46  -16.86  0.09
H  11.47  24.33  -15.98  0.08
H  14.26  25.42  -3.21  0.12
H  17.73  24.80  -18.56  0.08
H  21.91  26.30  -13.90  0.08
H  22.80  25.37  -16.22  0.11
H  15.38  23.61  -14.34  0.07
H  15.52  21.59  -8.90  0.06
H  14.05  22.68  -17.33  0.13
H  12.46  19.13  -7.15  0.06
H  16.48  16.46  -6.71  0.10
H  12.53  24.42  -12.50  0.08
H  10.63  25.83  -0.07  0.10
H  14.52  29.21  -13.73  0.07
H  19.48  17.53  -15.83  0.09
H  12.14  18.22  -11.22  0.05
H  12.72  15.73  -5.69  0.08
H  21.66  30.61  -17.68  0.07
H  22.20  20.28  -12.79  0.07
H  17.01  26.55  -10.90  0.06
H  11.88  17.15  -8.91  0.07
H  17.21  18.18  -7.03  0.08
H  15.52  23.52  -12.06  0.07
H  17.32  21.56  -8.61  0.05
H  19.64  16.79  -12.81  0.07
H  17.45  18.88  -11.67  0.10
H  13.22  21.34  -16.72  0.12
H  19.21  23.97  -18.04  0.06
H  9.71  25.16  -11.45  0.07
H  19.60  18.89  -14.66  0.08
H  10.14  24.23  1.54  0.08
H  11.64  26.84  -14.02  0.12
H  13.50  25.67  -11.65  0.07
H  18.27  19.21  -17.27  0.13
H  13.14  21.20  -12.71  0.12
H  18.14  24.47  -16.89  0.06
H  20.85  24.10  -14.26  0.05
H  20.24  26.69  -13.56  0.05
H  18.53  27.23  -12.58  0.10
H  11.70  24.07  -2.95  0.11
H  12.81  22.82  -6.73  0.09
H  11.80  17.90  -6.24  0.09
H  18.09  26.92  -19.49  0.09
H  14.09  17.58  -10.74  0.04
H  26.39  22.17  -13.03  0.13
H  22.70  16.90  -18.67  0.08
H  25.61  24.35  -11.74  0.06
H  15.36  20.02  -16.47  0.07
H  14.92  19.16  -6.94  0.11
H  18.96  30.23  -12.45  0.12
H  19.32  24.45  -14.58  0.08
H  18.92  20.63  -16.57  0.11
H  22.29  26.96  -16.77  0.11
H  9.60  22.93  0.48  0.08
H  11.20  26.76  -11.02  0.14
H  12.33  18.55  -15.05  0.09
H  16.33  20.98  -12.41  0.10
H  16.76  22.62  -14.81  0.07
H  19.05  20.24  -20.63  0.10
H  21.89  20.17  -20.36  0.11
H  16.49  23.05  -8.50  0.08
H  11.16  28.12  -12.96  0.12
H  15.51  24.05  -10.44  0.08
H  23.41  22.71  -13.00  0.11
H  22.77  25.45  -18.52  0.11
H  12.51  17.62  -13.55  0.08
H  26.44  22.92  -15.05  0.08
H  21.73  21.00  -5.28  0.09
H  21.53  24.27  -17.95  0.09
H  12.51  24.75  -10.80  0.06
H  11.08  22.65  1.53  0.09
H  18.71  20.80  -12.76  0.10
H  12.63  18.82  -9.69  0.03
H  23.56  19.14  -12.33  0.10
H  25.80  25.23  -13.25  0.08
H  20.00  18.17  -20.76  0.12
H  18.95  28.12  -18.33  0.06
H  20.68  15.81  -9.76  0.11
H  17.79  19.65  -10.14  0.07
H  20.84  21.21  -9.74  0.06
H  12.74  29.44  -14.06  0.08
H  24.45  22.44  -11.62  0.10
H  15.08  14.37  -9.14  0.08
H  27.19  24.22  -12.55  0.07
H  13.73  16.81  -4.59  0.09
H  16.86  16.45  -9.03  0.12
H  15.99  23.55  -16.02  0.08
H  16.13  18.08  -9.16  0.10
H  14.48  21.41  -14.52  0.11
H  15.38  18.44  -5.45  0.12
H  13.86  19.57  -12.14  0.11
H  13.58  15.92  -10.72  0.08
H  13.25  24.80  -5.37  0.13
H  11.94  26.59  -1.87  0.10
H  19.36  21.53  -8.81  0.05
H  25.31  21.98  -14.83  0.07
H  21.01  17.23  -7.66  0.11
H  17.50  27.74  -9.73  0.08
H  19.85  15.00  -12.94  0.09
H  22.15  19.50  -18.78  0.11
H  20.29  23.90  -11.89  0.08
H  20.83  31.46  -18.86  0.08
H  20.97  16.20  -13.69  0.08
H  17.58  30.94  -15.74  0.12
H  19.09  28.45  -11.33  0.12
H  21.10  27.09  -18.90  0.11
H  20.35  22.88  -9.34  0.08
H  20.89  18.37  -11.32  0.09
H  12.93  25.66  -1.01  0.11
H  10.28  24.75  -12.83  0.06
H  13.28  21.26  -6.27  0.05
H  17.03  29.58  -13.98  0.11
H  20.31  23.71  -15.89  0.08
H  21.72  16.50  -20.01  0.07
H  14.77  24.31  -4.91  0.12
H  10.89  22.79  -16.72  0.09
H  20.44  19.57  -9.20  0.04
H  19.47  17.16  -8.01  0.10
H  15.19  16.32  -11.06  0.08
H  20.26  21.65  -5.89  0.08
H  13.88  18.56  -14.18  0.08
H  19.91  29.24  -13.54  0.10
H  23.41  16.28  -20.08  0.08
H  18.46  27.71  -15.47  0.04


2.
CH8N3O | ωB97M-V with the def2-TZVPD basis set

Output
* frontier orbital gap: 0.4440 Ha
* lowest unoccupied orbital energy: -0.133 hartree
* net charge: +1
* multiplicity: 1
* max |F|: 0.974 eV/A
* energy relative to the best compared isomer or geometry (same formula, charge and spin): 101.3 kJ/mol
* E_tot: -282.1906 hartree

Last column: Löwdin charge in e.
Positions of all 13 atoms, in Å:
O  -1.46  0.71  -2.46  -0.05
N  -0.65  0.04  0.20  0.22
N  0.52  -0.67  2.15  0.18
N  1.53  -0.46  0.05  0.20
C  0.45  -0.34  0.83  -0.43
H  -0.71  1.27  -2.68  0.05
H  -0.39  -0.77  2.60  0.12
H  1.09  -0.05  2.71  0.14
H  -0.54  0.58  -0.65  0.09
H  -1.55  0.10  0.64  0.14
H  1.43  -0.88  -0.86  0.14
H  -2.17  1.11  -2.98  0.06
H  2.44  -0.63  0.45  0.13


3.
C10H16O | ωB97M-V with the def2-TZVPD basis set

Output
* frontier orbital gap: 0.3475 Ha
* lowest unoccupied orbital energy: 0.032 hartree
* SMILES string: Cc1ccc(O)cc1.CCC
* multiplicity: 1
* max |F|: 2.377 eV/A
* energy relative to the best compared isomer or geometry (same formula, charge and spin): 136.0 kJ/mol
* E_tot: -465.8460 hartree

Last column: Löwdin charge in e.
Positions of all 27 atoms, in Å:
O  0.35  2.71  -2.56  0.05
C  1.37  0.07  2.96  -0.11
C  -0.48  -0.73  -1.58  -0.06
C  -1.62  -0.50  -0.80  -0.30
C  -1.22  1.86  -1.03  -0.02
C  -0.19  1.63  -1.91  -0.33
C  -2.01  0.80  -0.55  -0.05
C  -2.39  -1.67  -0.24  -0.05
C  1.30  0.16  1.42  -0.30
C  0.18  0.33  -2.19  -0.03
C  2.15  -0.93  0.82  -0.13
H  1.55  1.18  1.13  0.09
H  -2.77  -1.37  0.75  0.08
H  0.60  -0.62  3.31  0.07
H  -0.28  -1.79  -1.67  0.11
H  0.29  0.17  1.00  0.08
H  -2.90  1.10  -0.01  0.11
H  1.14  0.99  3.44  0.05
H  2.32  -0.38  3.23  0.07
H  -1.73  -2.53  -0.12  0.07
H  0.74  -0.08  -3.03  0.12
H  3.23  -0.83  0.91  0.07
H  1.26  2.55  -2.79  0.10
H  1.98  -1.08  -0.25  0.05
H  -1.59  2.85  -0.81  0.12
H  -3.28  -2.01  -0.76  0.08
H  2.00  -1.88  1.35  0.07


4.
C10H38N14O9 | ωB97M-V with the def2-TZVPD basis set

Output
* frontier orbital gap: 0.3420 Ha
* lowest unoccupied orbital energy: -0.001 hartree
* SMILES string: NC(N)=O.NC(N)=O.NC(N)=O.NC(N)=O.NC(N)=O.NC(N)=O.NC(N)=O.CCO.CO
* multiplicity: 1
* max |F|: 8.039 eV/A
* energy relative to the best compared isomer or geometry (same formula, charge and spin): 524.6 kJ/mol
* E_tot: -1847.6682 hartree

Last column: Löwdin charge in e.
Positions of all 71 atoms, in Å:
O  -4.52  2.85  0.99  0.09
O  -0.75  -0.89  -6.45  0.01
O  2.30  0.75  -4.73  -0.11
O  0.90  -1.95  5.13  0.04
O  -2.44  -4.15  0.81  0.04
O  2.54  -3.06  1.87  0.04
O  0.93  4.70  1.68  0.01
O  -1.41  2.51  -0.51  0.03
O  -0.12  0.53  0.91  -0.13
N  -0.48  -0.67  3.87  0.15
N  -3.33  1.11  1.14  0.16
N  -0.08  3.18  2.95  0.21
N  -0.41  -3.72  1.40  0.19
N  0.93  4.78  3.92  0.16
N  -0.48  4.40  -0.87  0.19
N  -1.44  3.54  -2.54  0.18
N  -1.76  -2.90  -6.05  0.17
N  -5.37  0.88  1.82  0.16
N  -0.43  -2.03  -4.62  0.16
N  1.57  -0.61  3.45  0.17
N  -1.83  -2.18  1.69  0.17
N  4.42  -1.90  1.33  0.17
N  3.77  -3.45  0.10  0.18
C  0.60  -0.72  -0.94  -0.05
C  2.82  -0.46  -4.21  -0.17
C  -1.14  3.39  -1.26  -0.75
C  1.08  0.26  0.20  -0.26
C  -1.61  -3.38  1.24  -0.85
C  3.48  -2.79  1.13  -0.80
C  -0.97  -1.90  -5.78  -0.79
C  -4.48  1.71  1.25  -0.81
C  0.66  -1.16  4.23  -0.77
C  0.60  4.21  2.77  -0.77
H  -2.09  -2.92  -7.00  0.13
H  1.36  -1.33  -1.43  0.05
H  -0.16  -4.66  1.12  0.13
H  2.04  -1.22  -4.21  0.04
H  -1.03  4.28  -3.09  0.11
H  1.20  5.75  3.97  0.12
H  -0.58  1.10  0.30  0.02
H  1.47  1.16  -0.28  0.11
H  -1.08  -1.66  2.13  0.06
H  -2.81  -1.96  1.76  0.11
H  0.25  -2.96  1.50  0.08
H  -0.28  2.78  3.85  0.13
H  4.22  -1.34  2.15  0.10
H  -1.30  -0.78  4.46  0.14
H  -5.14  -0.09  1.96  0.10
H  2.57  -0.75  3.53  0.11
H  1.87  -0.12  0.84  0.08
H  -0.09  -1.41  -0.47  0.06
H  3.03  -4.03  -0.27  0.13
H  -0.31  5.27  -1.34  0.13
H  0.61  4.28  4.74  0.10
H  2.31  0.73  -5.69  0.08
H  -0.15  4.36  0.09  0.07
H  1.32  -0.09  2.62  0.06
H  4.55  -3.14  -0.46  0.12
H  5.06  -1.63  0.60  0.11
H  -2.75  1.70  0.55  0.06
H  3.51  -1.00  -4.86  0.08
H  0.16  -1.31  -4.25  0.09
H  -0.25  2.59  2.14  0.10
H  0.27  -0.08  -1.76  0.07
H  -3.11  0.19  1.48  0.08
H  -0.65  -2.86  -4.09  0.11
H  -1.83  -3.66  -5.38  0.11
H  -0.45  0.03  3.15  0.08
H  -6.30  1.27  1.86  0.11
H  3.15  -0.32  -3.18  0.08
H  -2.13  2.92  -2.95  0.12


Which value of frontier orbital gap does entry 1 give? 0.3163 Ha


Look up the multiplicity of the first one. 1


Copy entry 4 word for word.
C10H38N14O9 | ωB97M-V with the def2-TZVPD basis set

Output
* frontier orbital gap: 0.3420 Ha
* lowest unoccupied orbital energy: -0.001 hartree
* SMILES string: NC(N)=O.NC(N)=O.NC(N)=O.NC(N)=O.NC(N)=O.NC(N)=O.NC(N)=O.CCO.CO
* multiplicity: 1
* max |F|: 8.039 eV/A
* energy relative to the best compared isomer or geometry (same formula, charge and spin): 524.6 kJ/mol
* E_tot: -1847.6682 hartree

Last column: Löwdin charge in e.
Positions of all 71 atoms, in Å:
O  -4.52  2.85  0.99  0.09
O  -0.75  -0.89  -6.45  0.01
O  2.30  0.75  -4.73  -0.11
O  0.90  -1.95  5.13  0.04
O  -2.44  -4.15  0.81  0.04
O  2.54  -3.06  1.87  0.04
O  0.93  4.70  1.68  0.01
O  -1.41  2.51  -0.51  0.03
O  -0.12  0.53  0.91  -0.13
N  -0.48  -0.67  3.87  0.15
N  -3.33  1.11  1.14  0.16
N  -0.08  3.18  2.95  0.21
N  -0.41  -3.72  1.40  0.19
N  0.93  4.78  3.92  0.16
N  -0.48  4.40  -0.87  0.19
N  -1.44  3.54  -2.54  0.18
N  -1.76  -2.90  -6.05  0.17
N  -5.37  0.88  1.82  0.16
N  -0.43  -2.03  -4.62  0.16
N  1.57  -0.61  3.45  0.17
N  -1.83  -2.18  1.69  0.17
N  4.42  -1.90  1.33  0.17
N  3.77  -3.45  0.10  0.18
C  0.60  -0.72  -0.94  -0.05
C  2.82  -0.46  -4.21  -0.17
C  -1.14  3.39  -1.26  -0.75
C  1.08  0.26  0.20  -0.26
C  -1.61  -3.38  1.24  -0.85
C  3.48  -2.79  1.13  -0.80
C  -0.97  -1.90  -5.78  -0.79
C  -4.48  1.71  1.25  -0.81
C  0.66  -1.16  4.23  -0.77
C  0.60  4.21  2.77  -0.77
H  -2.09  -2.92  -7.00  0.13
H  1.36  -1.33  -1.43  0.05
H  -0.16  -4.66  1.12  0.13
H  2.04  -1.22  -4.21  0.04
H  -1.03  4.28  -3.09  0.11
H  1.20  5.75  3.97  0.12
H  -0.58  1.10  0.30  0.02
H  1.47  1.16  -0.28  0.11
H  -1.08  -1.66  2.13  0.06
H  -2.81  -1.96  1.76  0.11
H  0.25  -2.96  1.50  0.08
H  -0.28  2.78  3.85  0.13
H  4.22  -1.34  2.15  0.10
H  -1.30  -0.78  4.46  0.14
H  -5.14  -0.09  1.96  0.10
H  2.57  -0.75  3.53  0.11
H  1.87  -0.12  0.84  0.08
H  -0.09  -1.41  -0.47  0.06
H  3.03  -4.03  -0.27  0.13
H  -0.31  5.27  -1.34  0.13
H  0.61  4.28  4.74  0.10
H  2.31  0.73  -5.69  0.08
H  -0.15  4.36  0.09  0.07
H  1.32  -0.09  2.62  0.06
H  4.55  -3.14  -0.46  0.12
H  5.06  -1.63  0.60  0.11
H  -2.75  1.70  0.55  0.06
H  3.51  -1.00  -4.86  0.08
H  0.16  -1.31  -4.25  0.09
H  -0.25  2.59  2.14  0.10
H  0.27  -0.08  -1.76  0.07
H  -3.11  0.19  1.48  0.08
H  -0.65  -2.86  -4.09  0.11
H  -1.83  -3.66  -5.38  0.11
H  -0.45  0.03  3.15  0.08
H  -6.30  1.27  1.86  0.11
H  3.15  -0.32  -3.18  0.08
H  -2.13  2.92  -2.95  0.12


The highest E_tot belongs to which entry? CH8N3O